No. 1
{
  "formula": "C21H32N4O5S",
  "method": "ωB97M-V/def2-TZVPD",
  "elements": ["O", "H", "H", "C", "H", "N", "H", "H", "C", "C", "C", "C", "H", "H", "H", "C", "H", "N", "O", "H", "H", "C", "C", "H", "H", "H", "C", "H", "H", "H", "C", "C", "C", "H", "N", "C", "H", "C", "H", "H", "H", "C", "H", "H", "O", "N", "C", "C", "H", "O", "O", "C", "S", "H", "H", "C", "H", "C", "H", "C", "H", "H", "H"],
  "positions_angstrom": [[7.6533, -0.9968, 0.3459], [4.7964, -2.7746, 0.9550], [-5.3633, 4.3081, 1.8070], [-2.5006, -3.8171, 0.4085], [-2.4270, -1.8196, -1.4334], [5.4216, -1.0249, -0.0216], [-3.9504, 2.3348, 1.2928], [-2.6812, -4.8687, 0.6205], [-4.7882, 1.9211, -0.6453], [1.8715, -0.3254, -0.6598], [4.2440, -0.3459, -0.2782], [-3.3876, -1.8286, -0.9187], [-4.1644, -1.5743, -1.6424], [-4.5646, -3.2146, 0.2434], [-6.1107, 4.2083, 0.2128], [3.0309, -1.0221, -0.3938], [-2.8840, 1.9897, -1.6540], [-0.3709, -1.1247, 0.7474], [0.6562, -2.6378, -0.9472], [0.6561, -2.7911, 1.3501], [0.9473, 1.5672, -1.0218], [6.6492, 1.1129, -0.0418], [3.0645, 1.7315, -0.6926], [4.8758, 3.6678, 0.2843], [0.1090, 0.8403, 1.3479], [1.2514, -1.2834, 2.1006], [0.3608, -1.8338, 1.7708], [-5.4926, 1.1755, -0.2693], [-5.2888, 2.4686, -1.4462], [6.5290, 3.4891, -0.3431], [-3.5583, 1.2358, -1.2443], [5.4104, -2.4691, 0.1076], [-0.7692, 0.2110, 1.1328], [-3.6881, 3.6054, 0.1047], [5.4562, 1.7396, -0.3089], [5.4922, 3.1804, -0.4711], [-2.7582, -1.1474, 1.0141], [4.2590, 1.0575, -0.4265], [3.0605, 2.8009, -0.8111], [5.1526, 3.4619, -1.4678], [-4.3700, -0.5814, 0.5524], [-3.6667, -3.2321, -0.3806], [-3.8557, 0.5617, -2.0496], [-0.2876, -2.0025, 2.6308], [-1.1186, 1.9951, -0.3856], [-2.7938, 0.4916, -0.2569], [6.6310, -0.3907, 0.1132], [-4.4212, 2.8885, 0.4775], [6.4402, -2.7810, 0.2776], [-0.5240, -0.6300, -1.7205], [7.6868, 1.7278, 0.0667], [-5.6437, 3.6286, 1.0059], [0.3438, -1.2487, -0.7691], [5.0366, -2.9317, -0.8057], [-2.3666, -3.3025, 1.3564], [-1.5746, 0.9526, 0.0593], [2.9614, -2.0921, -0.3059], [-3.3531, -0.7675, 0.1887], [-3.8712, -3.8844, -1.2320], [1.8696, 1.0479, -0.8129], [-6.3794, 2.9266, 1.3935], [-1.3647, 0.1447, 2.0503], [-1.5786, -3.7281, -0.1609]],
  "orbital_gap_ha": 0.323,
  "charge": 0,
  "smiles": "CCCCN(CCCC)C(=O)CN(C)S(=O)(=O)c1ccc2c(c1)n(C)c(=O)c(=O)n2C",
  "lumo_energy_ev": 0.07,
  "total_energy_ev": -49330.5358
}

---

No. 2
{
  "formula": "C43H36CoF3N4O2S2",
  "method": "ωB97M-V/def2-TZVPD",
  "elements": ["C", "H", "C", "C", "C", "H", "C", "H", "C", "C", "H", "H", "S", "C", "C", "H", "C", "H", "H", "H", "C", "H", "C", "C", "C", "F", "H", "C", "H", "F", "C", "H", "C", "H", "H", "C", "H", "H", "C", "C", "C", "H", "H", "H", "H", "C", "C", "C", "H", "C", "C", "C", "C", "N", "O", "C", "H", "S", "N", "C", "H", "C", "N", "C", "H", "C", "H", "C", "C", "C", "F", "O", "C", "H", "H", "H", "H", "Co", "C", "C", "H", "C", "N", "C", "C", "H", "H", "C", "H", "H", "H"],
  "positions_angstrom": [[-1.3504, 1.1269, 4.8183], [-2.9174, 6.8006, -3.8404], [-1.2333, -0.0021, 3.9691], [3.9588, -0.5102, -3.2569], [-0.4023, 1.2167, -0.8412], [3.4945, 0.0993, -0.5657], [3.2346, -5.9302, 1.9024], [3.7053, -2.5861, 2.3348], [3.1942, -3.5336, 2.2216], [4.2079, 0.6342, -2.5019], [-0.1116, -1.8487, -4.5728], [1.3182, -6.8653, 1.8344], [-1.4730, 1.3112, 0.4113], [-1.5606, 3.3881, 6.4625], [-1.0704, -0.9158, 3.1803], [2.3196, 1.8372, -3.4627], [-0.0137, -2.1222, -2.4698], [3.7076, 1.8277, -0.7714], [-2.2937, 1.0023, -3.4164], [-2.7526, 1.3146, -1.7379], [-1.6995, 4.5760, 7.3567], [-3.8456, -1.7763, -2.4996], [-2.5212, 2.3817, 6.5283], [-2.1179, -2.0564, -1.2747], [6.0066, 1.1971, -4.0074], [-1.6810, 4.2406, 8.6719], [-3.1728, 5.0401, -5.5610], [0.2443, 1.4275, -3.2022], [4.9759, -4.6728, 2.0507], [-2.8719, 5.2331, 7.1685], [-2.1064, 1.6436, -2.5519], [5.4352, 2.3737, -2.3056], [5.2366, 1.4815, -2.8870], [-3.1647, 0.4912, 5.7645], [-2.8781, -4.9487, 1.7895], [-2.7632, -1.8552, -2.5000], [-2.5920, -1.6113, -4.6244], [-3.9683, -2.5544, -0.2626], [-0.3250, -4.9175, 2.2052], [3.8913, -4.7027, 2.0587], [-2.0733, -1.7653, -3.6874], [-3.3531, 2.4753, 7.2154], [-0.1124, 2.1031, -3.9835], [0.2509, 4.0449, 5.5182], [1.0617, -2.2462, -2.4422], [-0.6965, -2.2164, -1.2199], [1.1084, -4.7577, 2.1086], [-0.3951, 2.1503, 4.7672], [-4.2911, -2.9939, 1.8749], [1.0708, 0.8459, -0.5525], [1.7694, -3.4864, 2.2270], [-2.2084, 4.0820, -1.9501], [1.5731, 1.8958, -2.6716], [-0.7291, 1.4242, -2.1332], [1.1934, -2.3499, 2.3547], [-3.2463, -2.8353, 2.1704], [3.7904, -6.8478, 1.7642], [1.4682, 0.2321, 0.9009], [-1.1312, -3.9644, 2.4557], [-2.5628, -4.1732, 2.5021], [-3.1959, -2.1760, 3.0354], [-2.4175, 1.2716, 5.7185], [-2.4823, -2.2213, 1.1007], [-2.6977, 3.4446, -4.2086], [-2.2991, 6.1746, -1.5284], [5.7480, 0.0616, -4.7567], [1.5188, 2.9381, -2.3262], [-2.9231, -2.2691, -0.0971], [-0.4967, 3.2654, 5.5765], [3.3758, 0.9134, -1.2830], [-0.7197, 5.4864, 7.1823], [-0.0305, -2.4816, -0.1624], [-2.9037, 4.7759, -4.5463], [-1.9409, 3.8008, -0.9388], [4.5166, -1.6865, -4.9532], [-0.6982, -5.9417, 2.0543], [3.1598, -1.1755, -2.9542], [-0.6171, -2.0253, 1.6593], [-0.6783, -1.9022, -3.6485], [4.7199, -0.7930, -4.3772], [6.8065, 1.8676, -4.2955], [-2.3524, 3.0849, -2.9119], [1.9535, 1.0003, -1.5948], [-2.7591, 5.7613, -3.5833], [-2.4109, 5.4092, -2.2853], [-2.8657, -4.4896, 3.5050], [0.4250, 2.0507, 4.0691], [1.8588, -5.9288, 1.9364], [6.3445, -0.1614, -5.6317], [-2.8094, 2.6719, -4.9614], [0.3400, 0.4210, -3.6270]],
  "orbital_gap_ha": [0.240, 0.236],
  "charge": -1,
  "spin_multiplicity": 2,
  "lumo_energy_ev": [2.11, 2.10],
  "total_energy_ev": -122682.4004
}

---

No. 3
{
  "formula": "C3H4BNO2",
  "method": "ωB97M-V/def2-TZVPD",
  "elements": ["C", "C", "H", "O", "H", "B", "O", "H", "C", "N", "H"],
  "positions_angstrom": [[0.5005, -0.5665, -1.1422], [-0.2739, 0.3354, 1.9900], [0.0806, 1.7560, -0.9046], [-0.0305, 0.1932, -2.2114], [0.0625, -1.5666, -1.2388], [0.0206, 0.5018, 0.4310], [-0.1657, 1.7234, 0.0089], [1.6423, -0.4193, -1.1691], [-0.4817, -0.4007, 3.0296], [-0.5954, -1.3316, 3.7271], [-0.7592, -0.2250, -2.5205]],
  "orbital_gap_ha": [0.269, 0.261],
  "charge": 0,
  "lumo_energy_ev": [-1.91, -1.98],
  "total_energy_ev": -9432.9621
}

---

No. 4
{
  "formula": "C5H5NSi",
  "method": "ωB97M-V/def2-TZVPD",
  "elements": ["H", "C", "C", "H", "Si", "C", "C", "H", "N", "H", "H", "C"],
  "positions_angstrom": [[1.9544, 1.9763, 0.0915], [-0.0215, 1.3340, 0.6105], [-1.5263, -1.9678, -0.2473], [-1.8755, 0.4888, 1.0351], [1.9605, -0.4569, -0.0773], [1.2392, 1.2453, 0.0158], [-0.7361, -0.8499, -0.2804], [-0.0709, -0.9328, -1.0799], [-2.2262, -2.8754, -0.1930], [2.8279, -0.3710, -1.4528], [-0.5469, 2.1588, 1.0674], [-0.9787, 0.2505, 0.5105]],
  "orbital_gap_ha": [0.209, 0.245],
  "charge": 0,
  "spin_multiplicity": 3,
  "lumo_energy_ev": [-0.95, -2.84],
  "total_energy_ev": -14627.3936
}